No. 1
The following is a DFT calculation (ωB97M-V with the def2-TZVPD basis set) of a structure of composition AgCl2.

Geometry (Å):
Ag -12.20722 6.74336 8.54726
Cl -10.42957 3.81525 10.14646
Cl -12.05101 5.46876 4.85121

Computed properties:
- Max |F|: 0.0299 Eh/bohr
- E_tot: -1067.36070 Eh
- Gap between HOMO and LUMO: 5.0 eV
- Net charge: -1
- Relative energy (zero: lowest compared OMol25 entry of this formula, charge and spin): 68.8 kcal per mole

***

No. 2
The following is a DFT calculation (ωB97M-V with the def2-TZVPD basis set) of a structure of composition AgCl5FMg2NO3V.

Geometry (Å):
Mg 6.26704 8.10987 9.75079
Mg 6.64281 8.96415 5.31247
Ag 5.06578 4.24457 8.09092
V 4.06244 10.45237 7.33392
Cl 4.90833 7.61278 7.96345
Cl 7.83174 7.45752 6.43791
Cl 5.24383 10.95466 5.14927
Cl 6.83194 10.42453 7.84511
Cl 2.61645 10.71918 9.21802
F 6.55636 8.10178 3.77530
N 7.46833 8.07943 11.93561
O 8.19759 8.48155 12.76654
O 6.33493 8.68651 11.52608
O 7.70188 7.08923 11.17794

Computed properties:
- Max |F|: 0.0583 Eh/bohr
- <S²>: 2.1675
- E_tot: -4172.27956 Eh
- Gap between HOMO and LUMO (spin up / spin down): 4.5 / 5.5 eV
- Net charge: +1
- Multiplicity: 3

***

No. 3
The following is a DFT calculation (ωB97M-V with the def2-TZVPD basis set) of a structure of composition AgH10O5.

Geometry (Å):
Ag 0.45072 -0.04876 -0.56402
O 0.57968 -2.38213 0.28455
H -0.07703 -3.00810 -0.02857
H 0.54516 -2.52053 1.24248
O -1.07796 -0.00869 1.16072
H -1.28309 0.85305 1.49500
H -1.52067 -0.67530 1.70167
O 2.41318 0.92538 1.10894
H 2.54966 0.09316 1.65555
H 3.22910 1.39333 1.10889
O -0.13116 2.21866 -0.87124
H -0.04052 2.92406 -0.25590
H -0.41269 2.54352 -1.69296
O -1.32018 -0.75033 -2.04508
H -1.88728 -0.21780 -2.63280
H -2.01692 -1.33951 -1.66724

Computed properties:
- Max |F|: 0.0546 Eh/bohr
- E_tot: -528.92924 Eh
- Gap between HOMO and LUMO: 10.2 eV
- Net charge: +1
- Relative energy (zero: lowest compared OMol25 entry of this formula, charge and spin): 3.2 kcal per mole

***

No. 4
The following is a DFT calculation (ωB97M-V with the def2-TZVPD basis set) of a structure of composition AgH12O10P.

Geometry (Å):
Ag -5.35200 -10.68600 -4.51400
P -3.39400 -10.58100 -2.61700
O -4.72800 -9.94100 -2.49000
O -3.53700 -9.66600 -3.73600
O -4.31800 -11.73500 -2.92000
O -3.21800 -11.14400 -4.11000
O -3.83200 -11.89300 -6.27200
H -3.04700 -12.35100 -6.56700
H -3.62800 -11.67100 -5.30100
O -6.89100 -11.13000 -2.12800
H -5.99600 -10.64800 -2.21300
H -6.56200 -11.94300 -2.58300
O -6.03300 -13.08700 -3.80900
H -6.02300 -13.22900 -4.78300
H -5.19600 -12.62300 -3.53100
O -7.45400 -11.35300 -5.71100
H -7.73700 -11.05300 -6.57400
H -8.00400 -10.96600 -5.00400
O -4.52800 -8.52400 -5.57600
H -4.86500 -7.78000 -5.10500
H -4.13600 -8.97600 -4.74500
O -6.64400 -8.52000 -3.57200
H -7.27700 -8.95900 -3.03000
H -5.83400 -8.87800 -3.11900

Computed properties:
- Max |F|: 0.3591 Eh/bohr
- E_tot: -1247.39727 Eh
- Gap between HOMO and LUMO: 3.7 eV
- Net charge: -2
- Relative energy (zero: lowest compared OMol25 entry of this formula, charge and spin): 8.2 kcal per mole

***

No. 5
The following is a DFT calculation (ωB97M-V with the def2-TZVPD basis set) of a structure of composition AgH16O12P.

Geometry (Å):
Ag 0.30800 -0.06907 0.00047
P -1.76200 -1.89007 -0.38353
O -2.12100 -0.47207 -0.13253
O -0.96100 -1.24807 -1.39553
O -1.32500 -1.20707 0.99547
O -0.40600 -2.16707 0.13547
O -2.90500 0.90093 1.72147
H -2.43700 0.28393 1.03947
H -2.36300 0.64593 2.45847
O 1.81900 1.54293 0.60947
H 2.66700 1.19993 0.78047
H 2.03300 2.45193 0.76947
O 1.76000 -1.55707 0.87447
H 0.94200 -1.81007 0.38647
H 2.48300 -1.95807 0.38947
O 0.57200 0.20993 -2.48053
H 1.42100 0.06193 -2.16353
H -0.06900 -0.49807 -2.05553
O 0.91000 3.18193 -1.53653
H 0.20500 2.54393 -1.32853
H 1.74900 2.76393 -1.71453
O -0.42400 0.15793 2.67647
H -0.74900 -0.21107 3.49847
H -0.79200 -0.41907 1.91747
O -1.13900 1.75893 -0.43053
H -1.06600 2.19593 0.44247
H -1.48500 0.84893 -0.25153
O 1.10700 -2.58507 -1.98353
H 1.70600 -2.58107 -1.25453
H 0.32200 -2.07607 -1.58453

Computed properties:
- Max |F|: 0.3868 Eh/bohr
- E_tot: -1400.21831 Eh
- Gap between HOMO and LUMO: 3.3 eV
- Net charge: -2
- Relative energy (zero: lowest compared OMol25 entry of this formula, charge and spin): 90.7 kcal per mole

***

No. 6
The following is a DFT calculation (ωB97M-V with the def2-TZVPD basis set) of a structure of composition AgH16O8.

Geometry (Å):
Ag -0.05844 -0.14384 0.04790
O 0.85938 -0.90987 3.59006
H 1.15121 -1.72469 3.99888
H 1.10082 -0.22732 4.21618
O -0.82937 -1.32386 -3.55986
H -1.35419 -2.00722 -3.97677
H -0.44090 -0.84100 -4.28936
O 2.83428 2.80048 1.62935
H 3.36317 3.25991 0.97709
H 2.86210 3.36509 2.40179
O -0.21165 2.94617 -2.34615
H -0.72703 3.03450 -3.14790
H 0.05012 3.84098 -2.12931
O 3.45526 -0.91128 -1.64643
H 3.41540 -1.72123 -2.15499
H 4.14574 -0.39813 -2.06611
O -0.29468 -4.05025 0.22138
H 0.41309 -4.69367 0.25771
H -1.08040 -4.54429 0.45545
O -3.86614 -1.24763 0.04157
H -4.55954 -0.60005 0.16834
H -4.32945 -2.07980 -0.05375
O -1.80188 2.51918 2.16705
H -1.75014 2.35554 3.10875
H -2.34677 3.30228 2.08913

Computed properties:
- Max |F|: 0.0138 Eh/bohr
- <S²>: 0.7538
- E_tot: -757.66395 Eh
- Gap between HOMO and LUMO (spin up / spin down): 9.6 / 2.2 eV
- Net charge: +2
- Relative energy (zero: lowest compared OMol25 entry of this formula, charge and spin): 112.3 kcal per mole
- Multiplicity: 2

***

No. 7
The following is a DFT calculation (ωB97M-V with the def2-TZVPD basis set) of a structure of composition AgH16O8.

Geometry (Å):
Ag 0.04860 0.03610 0.13641
O 1.04303 0.82946 1.97148
H 1.24473 1.76666 2.11561
H 1.25343 0.34141 2.78397
O 1.43691 -1.51274 -1.12366
H 1.49983 -1.62594 -2.08360
H 2.34494 -1.63312 -0.80179
O -1.54358 -1.31406 -0.72288
H -1.31488 -2.25598 -0.72978
H -2.38726 -1.20379 -1.18622
O 0.31304 -1.92890 1.51629
H 1.07078 -2.53475 1.48322
H -0.44310 -2.45906 1.81578
O 1.95962 1.39789 -0.66261
H 2.65016 1.87348 -0.17816
H 2.23167 1.41245 -1.59295
O -0.34642 0.50806 -2.74740
H -0.97444 1.15083 -3.10958
H -0.33523 -0.18770 -3.42048
O -1.89506 -0.02601 1.94342
H -1.83044 -0.20941 2.89218
H -2.77616 0.35920 1.82554
O -0.98372 2.03710 -0.01220
H -1.09365 2.53746 -0.83490
H -1.17279 2.64135 0.72231

Computed properties:
- Max |F|: 0.0136 Eh/bohr
- <S²>: 0.7512
- E_tot: -757.83765 Eh
- Gap between HOMO and LUMO (spin up / spin down): 12.1 / 7.4 eV
- Net charge: +2
- Relative energy (zero: lowest compared OMol25 entry of this formula, charge and spin): 3.3 kcal per mole
- Multiplicity: 2

***

No. 8
The following is a DFT calculation (ωB97M-V with the def2-TZVPD basis set) of a structure of composition AlBH22O9.

Geometry (Å):
Al -0.96634 -1.89331 1.75129
B 0.28764 0.36551 -0.03433
H 0.38691 1.41053 -0.55916
H -0.62447 -0.19860 -0.50291
H 1.24638 -0.23128 -0.23008
H 0.19542 0.52083 1.11640
O -2.62240 0.53755 1.63289
H -2.59718 1.01331 0.78935
H -3.56039 0.51864 1.87550
O 1.97707 -2.01375 1.71334
H 2.58064 -2.09790 0.96671
H 2.52676 -2.16454 2.49566
O 3.33212 0.05399 -1.40506
H 2.43413 0.09886 -1.01920
H 3.79537 -0.64144 -0.91980
O -2.69152 -1.53816 -0.55134
H -2.60310 -2.28756 -1.16001
H -3.62148 -1.27333 -0.62296
O -1.92010 2.63387 -2.65742
H -1.12617 2.10531 -2.48325
H -1.59517 3.47230 -3.02759
O -0.14983 3.06084 1.15324
H 0.59797 3.67243 1.02584
H 0.19449 2.16906 0.94463
O 0.13968 -2.92110 -0.63526
H 0.84026 -3.58849 -0.60265
H 0.13896 -2.60885 -1.54780
O 0.05940 0.54463 -2.92948
H 0.19242 -0.36103 -3.24674
H 0.12329 0.48935 -1.94921
O 0.72050 0.16360 3.38963
H 1.16809 0.05542 4.23970
H 1.14062 0.93330 2.99008

Computed properties:
- Max |F|: 0.0545 Eh/bohr
- E_tot: -956.66999 Eh
- Gap between HOMO and LUMO: 3.1 eV
- Net charge: +2
- Relative energy (zero: lowest compared OMol25 entry of this formula, charge and spin): 14.0 kcal per mole

***

No. 9
The following is a DFT calculation (ωB97M-V with the def2-TZVPD basis set) of a structure of composition AlH10O5.

Geometry (Å):
Al -0.82065 -0.14691 -0.60385
O -0.51369 -2.32266 0.05988
H -0.63801 -2.68934 0.93528
H -0.19759 -3.05767 -0.46555
O -1.32147 1.97436 -1.03281
H -1.10879 2.58614 -1.73760
H -1.85422 2.48570 -0.42377
O 1.25333 -0.37082 0.37414
H 1.77859 -1.17048 0.40375
H 1.64942 0.20097 1.03171
O 0.95862 1.06246 -1.40778
H 1.35766 0.67527 -2.18693
H 1.56208 1.75942 -1.15023
O -0.70031 -0.35874 1.67848
H -1.44934 -0.43693 2.26931
H 0.04436 -0.19077 2.25597

Computed properties:
- Max |F|: 0.1134 Eh/bohr
- E_tot: -623.35022 Eh
- Gap between HOMO and LUMO: 7.1 eV
- Net charge: +3
- Relative energy (zero: lowest compared OMol25 entry of this formula, charge and spin): 63.1 kcal per mole

***

No. 10
The following is a DFT calculation (ωB97M-V with the def2-TZVPD basis set) of a structure of composition AlH4O2.

Geometry (Å):
Al -1.21911 1.33214 -1.44011
O 1.25078 -0.29404 -1.35150
H 0.90590 -1.18684 -1.33742
H 2.09886 -0.35742 -0.91222
O -0.99713 0.21838 1.29328
H -0.34068 -0.19034 1.85742
H -1.69860 0.47813 1.89054

Computed properties:
- Max |F|: 0.0511 Eh/bohr
- E_tot: -393.61560 Eh
- Gap between HOMO and LUMO: 4.6 eV
- Net charge: +3
- Relative energy (zero: lowest compared OMol25 entry of this formula, charge and spin): 80.1 kcal per mole

***

Which value of E_tot does entry 4 give?
-1247.39727 Eh

***

Which value of E_tot does entry 1 give?
-1067.36070 Eh